Molecular formula: C3H3NO
Method: DFT, the ωB97M-V functional and the def2-TZVPD basis

Geometry as XYZ:
```
8
C3H3NO (the ωB97M-V functional and the def2-TZVPD basis)
C -2.170 -0.018 -0.029
C -0.195 0.876 -0.424
C -0.876 -0.471 -0.166
N -1.191 0.784 0.654
O -3.339 -0.083 -0.267
H 0.915 0.983 -0.025
H -0.445 1.343 -1.303
H 0.119 -2.553 0.724
```

As for the total charge: 0. For the frontier orbital gap (alpha / beta), the calculation gives 9.030 / 9.211 eV.

Atomic partial charges in e from the Löwdin method, atoms 1 to 5: C -0.4680; C -0.0902; C -0.0342; N 0.1164; O 0.1493

***

Molecular formula: C6H10N2
Method: DFT, the ωB97M-V functional and the def2-TZVPD basis

Geometry as XYZ:
```
18
C6H10N2 (the ωB97M-V functional and the def2-TZVPD basis)
C 2.313 0.022 -0.238
C -0.021 -0.384 0.064
C 0.109 -1.840 0.081
C -1.232 0.347 -0.182
C -1.374 1.783 0.058
C -2.623 -0.519 0.050
H 3.121 0.869 -0.113
H 3.012 -0.789 0.324
H 2.615 -0.423 -1.367
H 0.884 1.407 0.365
H -0.791 -2.190 -0.005
H 0.858 -2.182 -0.571
H 0.292 -2.260 1.170
H -0.653 2.580 -0.597
H -1.380 1.827 1.340
H -2.342 2.207 -0.335
N 1.021 0.310 0.178
N -3.809 -0.764 -0.222
```

As for the total charge: 0. For the frontier orbital gap, the calculation gives 8.453 eV.

Atomic partial charges in e from the Löwdin method, atoms 1 to 5: C -0.1709; C -0.4013; C -0.0051; C -0.2513; C -0.1606

***

Molecular formula: C12H26NO9Sr
Method: DFT, the ωB97M-V functional and the def2-TZVPD basis

Geometry as XYZ:
```
49
C12H26NO9Sr (the ωB97M-V functional and the def2-TZVPD basis)
Sr 0.582 -0.114 -0.134
C -3.158 -0.220 2.697
C -1.698 -0.015 2.363
O -0.867 -0.683 2.999
O -1.333 0.767 1.429
H -3.604 -1.025 2.111
H -3.779 0.655 2.475
H -3.318 -0.396 3.760
C 4.209 2.072 1.212
C 3.154 1.446 2.128
O 2.213 0.821 1.508
O 3.285 1.377 3.356
H 4.613 2.999 1.626
H 3.838 2.168 0.195
H 5.065 1.392 1.210
C 2.594 -4.102 0.613
C 2.082 -2.683 0.545
O 1.556 -2.164 1.531
O 2.221 -2.080 -0.559
H 2.055 -4.790 -0.046
H 2.399 -4.570 1.584
H 3.668 -4.229 0.471
C -0.278 3.190 0.173
O -0.134 2.223 -0.850
C -0.889 2.550 -1.999
C -0.690 1.401 -2.941
N -0.881 0.054 -2.294
C -2.264 -0.129 -1.785
C -2.441 -1.540 -1.279
O -1.489 -1.891 -0.353
C -1.876 -2.864 0.611
H -1.324 3.367 0.433
H 0.052 4.198 -0.127
H 0.403 2.911 0.975
H -0.530 3.481 -2.450
H -1.945 2.695 -1.743
H 0.315 1.503 -3.350
H -1.409 1.398 -3.768
H -0.889 -0.544 -3.119
H -3.008 0.130 -2.547
H -2.382 0.562 -0.945
H -2.732 -2.263 -2.055
H -3.383 -1.390 -0.714
H -2.094 -3.843 0.173
H -2.801 -2.520 1.075
H -1.086 -2.965 1.350
O 2.358 1.139 -1.616
H 2.638 2.007 -1.918
H 2.984 0.519 -2.015
```

As for the total charge: -1. For the frontier orbital gap, the calculation gives 6.289 eV.

Atomic partial charges in e from the Löwdin method, atoms 1 to 5: Sr 1.5751; C -0.0332; C -0.7522; O -0.0091; O -0.1735

***

Molecular formula: C3H8N3
Method: DFT, the ωB97M-V functional and the def2-TZVPD basis

Geometry as XYZ:
```
14
C3H8N3 (the ωB97M-V functional and the def2-TZVPD basis)
C -1.755 0.272 -0.071
C 0.289 -1.081 0.322
C 1.239 -0.238 -0.496
N -1.026 -0.815 -0.249
N -1.193 1.319 0.317
N 1.928 0.772 -0.017
H -2.797 0.280 -0.450
H 0.464 -2.152 0.273
H 0.429 -0.719 1.473
H 1.503 -0.555 -1.528
H -1.442 -1.723 -0.496
H -1.681 2.144 0.706
H 2.299 1.420 -0.710
H 1.744 1.075 0.926
```

As for the total charge: +1. For the frontier orbital gap, the calculation gives 8.210 eV.

Atomic partial charges in e from the Löwdin method, atoms 1 to 5: C -0.3368; C -0.1422; C 0.0018; N -0.0162; N 0.0879

***

Molecular formula: C4H11N3O2
Method: DFT, the ωB97M-V functional and the def2-TZVPD basis

Geometry as XYZ:
```
20
C4H11N3O2 (the ωB97M-V functional and the def2-TZVPD basis)
C -2.203 -0.163 0.440
C -0.564 -0.571 2.221
N 0.465 -0.570 1.435
N -1.847 -0.592 1.844
N -0.320 -0.760 3.580
H 0.471 -0.273 0.439
H 1.384 -0.489 1.846
H -2.506 -1.132 2.373
H -0.815 -1.374 4.203
H 0.027 0.016 4.119
H -1.519 -0.723 -0.220
H -1.835 0.857 0.306
H -3.251 -0.358 0.258
C 2.175 0.000 -3.067
C 0.981 0.726 -2.441
O 0.740 0.420 -1.221
O 0.460 1.711 -2.985
H 2.424 -0.821 -2.404
H 2.941 0.765 -3.216
H 1.873 -0.536 -3.983
```

As for the total charge: 0. For the frontier orbital gap, the calculation gives 6.855 eV.

Atomic partial charges in e from the Löwdin method, atoms 1 to 5: C -0.0065; C -0.4349; N 0.2610; N 0.0406; N 0.1237

***

Molecular formula: C3H9O2PS2
Method: DFT, the ωB97M-V functional and the def2-TZVPD basis

Geometry as XYZ:
```
17
C3H9O2PS2 (the ωB97M-V functional and the def2-TZVPD basis)
C -0.780 0.059 1.428
C -2.216 -0.247 -0.692
C -0.920 -0.632 0.097
O 2.617 -0.351 -1.609
O 0.332 -0.318 -0.891
P 1.736 -0.215 -0.255
S 2.169 -1.715 0.915
S 1.875 1.944 0.132
H 0.141 -0.279 2.065
H -0.649 1.091 1.123
H -1.757 -0.073 2.008
H -2.164 0.754 -1.182
H -3.089 -0.256 0.000
H -2.244 -0.918 -1.596
H -0.920 -1.732 0.320
H 2.744 0.500 -2.211
H 3.126 2.387 0.349
```

As for the total charge: 0. For the frontier orbital gap, the calculation gives 9.227 eV.

Atomic partial charges in e from the Löwdin method, atoms 1 to 5: C -0.1390; C -0.0559; C -0.3629; O -0.3179; O -0.3403

***

Energy above the lowest of the compared OMol25 structures with the same formula, charge and spin
In order: 163.1; 124.4; 40.4; 51.0; 50.1; 12.9
Unit: kcal/mol
E_tot
In order: -6689.4177; -9359.0413; -33623.7232; -7703.0674; -12890.6575; -38312.2386
Unit: eV